No. 1
Density functional theory data (the ωB97M-V functional and the def2-TZVPD basis) for a cluster of 8 separate species, C26H65NO11 in total.

```
103
Properties=species:S:1:pos:R:3
C 0.59831 2.68836 3.67630
C -0.74256 2.63099 3.59495
C -1.44240 1.39871 3.12200
O -2.22389 1.39111 2.19104
O -1.16343 0.26326 3.81672
C -0.42862 -0.72747 3.05861
C 0.69924 -1.31065 3.91498
C 2.02493 -0.59400 3.66949
C 3.25356 -1.43729 4.03101
C 3.53641 -2.49350 2.94365
C 5.02296 -2.51532 2.55735
N 5.25031 -1.42314 1.59922
C 5.32697 -1.92961 0.22867
C 5.38910 -0.83718 -0.79879
O 4.14946 -0.15858 -0.86616
C 4.05289 0.70935 -1.94026
O 4.74158 1.92510 -1.67001
H 1.08490 3.25743 4.45853
H 1.20631 2.09660 3.00496
H -1.37493 3.47606 3.83388
H -1.08599 -1.52169 2.70995
H -0.01993 -0.26613 2.16091
H 0.75871 -2.37701 3.71137
H 0.39502 -1.14535 4.94680
H 2.04652 0.30798 4.28133
H 2.13697 -0.30410 2.62653
H 4.10204 -0.75892 4.08012
H 3.12010 -1.95650 4.97845
H 3.02246 -2.20767 2.02610
H 3.18838 -3.48657 3.22368
H 5.22675 -3.49154 2.10621
H 5.66494 -2.40657 3.42788
H 6.12074 -0.96633 1.83095
H 4.47969 -2.58688 0.05080
H 6.23970 -2.53081 0.11466
H 5.57696 -1.30827 -1.77166
H 6.20142 -0.13287 -0.60405
H 4.47207 0.27276 -2.85268
H 3.01035 0.94755 -2.11785
H 5.54954 1.91851 -2.17935
C -2.86270 -0.72564 -1.68111
C -1.55853 -1.01539 -0.96712
O -0.86079 0.17946 -0.61910
H -2.68151 -0.14673 -2.58768
H -3.37139 -1.64843 -1.95327
H -3.52291 -0.13104 -1.04296
H -0.88991 -1.58934 -1.60824
H -1.74660 -1.59768 -0.05685
H -1.43721 0.69120 -0.04143
C -2.31651 -1.37835 7.76356
C -1.72226 -0.05182 8.19937
O -0.37211 0.08748 7.76636
H -1.72549 -2.20577 8.15752
H -3.34448 -1.48307 8.11388
H -2.31323 -1.46103 6.67404
H -1.70889 0.02443 9.28562
H -2.31739 0.77891 7.80508
H -0.37326 0.03609 6.80523
C 2.27662 3.47681 8.10325
C 3.50677 3.19011 7.26242
O 3.46571 3.87462 6.01072
H 1.37298 3.18515 7.56716
H 2.31083 2.93330 9.04795
H 2.19940 4.54501 8.32147
H 3.57108 2.12796 7.03133
H 4.41504 3.47834 7.80224
H 3.42255 4.81734 6.19074
C -4.26306 -3.44171 -5.88620
C -3.99977 -2.43288 -4.78426
O -3.29274 -3.03030 -3.69558
H -4.84272 -4.28156 -5.49886
H -4.81010 -2.98606 -6.71177
H -3.32750 -3.84107 -6.27730
H -4.93584 -2.04654 -4.38547
H -3.41904 -1.58809 -5.16800
H -2.45853 -3.36013 -4.03963
C 1.83866 4.41492 -4.79384
C 2.59210 3.29452 -4.10131
O 3.69715 2.83924 -4.88343
H 1.47411 4.08376 -5.76674
H 0.98914 4.74434 -4.19424
H 2.49382 5.27276 -4.96407
H 1.93927 2.43646 -3.94823
H 2.95884 3.62193 -3.12361
H 4.28743 3.58565 -5.01370
C -7.21766 1.91899 -2.73266
C -5.73674 1.58664 -2.70461
O -5.36372 0.86044 -3.87723
H -7.80830 1.00533 -2.80182
H -7.51680 2.46329 -1.83561
H -7.45940 2.53183 -3.60454
H -5.49825 0.95827 -1.84944
H -5.13415 2.49840 -2.63693
H -5.56299 1.41945 -4.63264
C -3.70890 -3.18838 -10.80246
C -3.41504 -2.21564 -9.67543
O -2.69462 -2.83778 -8.61453
H -4.28071 -4.03839 -10.42959
H -4.27621 -2.70628 -11.59979
H -2.78101 -3.57852 -11.22720
H -4.34151 -1.84201 -9.24173
H -2.84338 -1.35957 -10.04925
H -1.86522 -3.16304 -8.97480
```

Output
LUMO	0.52	eV
HOMO	-0.3217	hartree
HOMO-LUMO gap	9.2745	eV

No. 2
Density functional theory data (the ωB97M-V functional and the def2-TZVPD basis) for a structure of composition C24H26IrN4S2Si.

```
58
Properties=species:S:1:pos:R:3
C -2.73781 0.39578 -0.52176
C -1.93039 -0.76603 -0.72885
C -1.90344 -1.51287 0.48585
H -1.43406 -1.03996 -1.65815
C -2.71602 -0.81909 1.45207
C -3.20630 0.37780 0.83193
H -3.82181 1.13729 1.31224
H -2.98108 1.14323 -1.27437
H -1.39318 -2.45741 0.63316
H -2.92918 -1.14677 2.46603
Ir -0.97385 0.39876 0.86693
C 0.77623 -0.30026 0.94803
H 0.96609 -0.85149 0.02180
H 1.52168 0.49070 1.03596
H 0.89376 -0.99948 1.78292
Si 3.00877 -1.11300 -1.87238
C 1.89153 0.29977 -2.28748
C 0.73274 0.11531 -3.07252
H 0.48613 -0.87628 -3.46698
C -0.07620 1.20771 -3.39107
H -0.95767 1.06534 -4.01982
C 0.25091 2.49135 -2.94010
H -0.33995 3.35307 -3.26945
C 1.36627 2.67092 -2.11439
H 1.61643 3.67035 -1.74761
C 2.19858 1.59681 -1.80523
H 3.09840 1.75366 -1.20181
C 2.00111 -2.66462 -1.83472
C 1.62463 -3.32350 -3.02707
H 2.04073 -2.99361 -3.98274
C 0.72129 -4.39484 -2.97498
H 0.41576 -4.89083 -3.89995
C 0.20760 -4.83446 -1.74590
H -0.50601 -5.66495 -1.70850
C 0.63739 -4.22924 -0.55561
H 0.26141 -4.58207 0.40780
C 1.58056 -3.19801 -0.59141
H 1.98237 -2.79434 0.34271
H -0.20340 0.91027 -0.48539
H 4.09617 -1.23494 -2.76660
N -0.65295 -1.67572 3.93620
C -0.43809 -0.35306 4.02061
N -0.50348 0.58072 3.08649
C 0.00484 1.79509 3.50694
C 0.46048 1.78555 4.82146
S 0.22619 0.25718 5.55442
C -0.01228 2.81629 2.50996
C 0.39583 4.13730 2.51632
S 0.05741 4.92451 1.03822
C -0.71032 3.45836 0.44948
N -0.57151 2.43560 1.29808
N -1.36205 3.47659 -0.70950
H -0.56335 -2.19518 4.80830
H -1.18645 -2.08372 3.17812
H 0.92271 2.64041 5.29144
H 0.87586 4.60851 3.36204
H -1.35845 4.33926 -1.23399
H -1.85057 2.66225 -1.07720
```

Output
LUMO (alpha / beta)	-2.13 / -5.23	eV
charge	+1
relative energy (zero: lowest compared OMol25 entry of this formula, charge and spin)	0.0	kJ/mol
<S²>	6.023
spin multiplicity	5
HOMO (alpha / beta)	-0.2955 / -0.4034	hartree
HOMO-LUMO gap (alpha / beta)	5.9144 / 5.7465	eV

No. 3
Density functional theory data (the ωB97M-V functional and the def2-TZVPD basis) for the molecule C4H3N3O.

```
11
Properties=species:S:1:pos:R:3
C 1.41846 0.81779 -0.03589
C -0.08722 -0.96812 -0.01016
C -2.09656 -0.22182 0.01156
C -0.04323 0.47281 -0.03652
H 1.79896 1.34568 -0.89044
H 1.79420 1.26388 0.88903
H -3.19662 -0.23176 0.12929
N 1.08378 -1.56723 0.04096
N -1.41423 -1.33672 -0.09021
N -1.25509 0.96180 0.00935
O 1.99757 -0.53630 -0.01696
```

Output
LUMO	-1.41	eV
relative energy (zero: lowest compared OMol25 entry of this formula, charge and spin)	262.1	kJ/mol
HOMO	-0.3760	hartree
HOMO-LUMO gap	8.8238	eV

No. 4
Density functional theory data (the ωB97M-V functional and the def2-TZVPD basis) for a structure of composition C4H4NaO5.

```
14
Properties=species:S:1:pos:R:3
O 0.22884 -0.34555 -1.37265
C 0.10236 -0.81000 -0.03283
C 0.59932 1.01536 -1.36416
O 0.31757 -2.07117 0.09680
O 1.04651 -0.00422 0.67815
C 1.06915 1.27192 0.08454
H -0.25275 1.65826 -1.63297
H 1.40066 1.16540 -2.10062
H 0.39190 1.96391 0.60912
H 2.09126 1.66774 0.13745
O -1.20934 -0.35199 0.38294
C -1.88624 -1.09468 1.35416
O -3.00759 -0.63408 1.58033
Na -0.89166 -3.43091 1.57975
```

Output
LUMO (alpha / beta)	1.87 / 1.90	eV
charge	-1
relative energy (zero: lowest compared OMol25 entry of this formula, charge and spin)	157.9	kJ/mol
HOMO (alpha / beta)	-0.0893 / -0.0893	hartree
HOMO-LUMO gap (alpha / beta)	4.2955 / 4.3294	eV

No. 5
Density functional theory data (the ωB97M-V functional and the def2-TZVPD basis) for the molecule C15H19N3O4.

```
41
Properties=species:S:1:pos:R:3
C -5.18965 0.57083 1.80944
C -5.96771 0.78891 3.17365
C -5.18060 0.10799 4.32851
C -3.71337 0.85514 4.42908
N -2.77193 0.42502 3.40902
C -1.83415 1.02868 2.67343
O -1.73929 2.27835 2.56911
C -1.05288 0.00569 1.76237
O -0.98633 -1.20424 1.91550
N -0.28728 0.81990 1.00899
N 0.67722 0.04821 0.14943
C 1.26726 0.91170 -0.77797
C 2.15997 0.68760 -1.67788
C 2.53692 -0.93820 -1.56787
C 3.39088 -1.33331 -2.62053
C 4.24890 -0.44344 -3.34531
C 3.83353 1.05870 -3.31771
C 2.97133 1.42892 -2.43205
H 2.52950 2.33969 -2.40894
H 4.41900 1.50160 -3.97112
C 5.09454 -0.94844 -4.47326
O 5.86083 -0.32694 -5.10995
O 5.37313 -2.37232 -4.22452
C 6.44456 -2.87935 -5.07261
H 6.71199 -3.72555 -4.76826
H 6.85412 -2.05729 -5.53928
H 5.76605 -3.15429 -5.99803
H 3.63701 -2.55023 -2.52465
H 2.15902 -1.48204 -0.90495
H 1.10902 2.15685 -0.57998
H -0.48361 1.67217 1.00806
H -2.58530 -0.73637 3.40677
H -3.70821 1.85432 4.25262
H -3.30836 0.79175 5.40416
H -4.87507 -0.83846 4.06242
H -5.62347 0.12570 5.24058
H -6.13627 1.81413 3.14008
H -6.65972 0.27016 3.28846
H -4.29180 1.12322 1.61760
H -4.79843 -0.62245 1.57402
H -5.85136 0.94769 1.09154
```

Output
LUMO	-1.83	eV
relative energy (zero: lowest compared OMol25 entry of this formula, charge and spin)	1306.2	kJ/mol
HOMO	-0.3109	hartree
HOMO-LUMO gap	6.6324	eV

Number 1: largest force on an atom 0.04117 hartree/bohr. Number 2: largest force on an atom 0.10606 hartree/bohr. Number 3: largest force on an atom 0.05434 hartree/bohr. Number 4: largest force on an atom 0.03209 hartree/bohr. Number 5: largest force on an atom 0.27886 hartree/bohr.